A 3-piece molecular cluster, C40H30IN2O4 overall. Source: the Open Molecules 2025 dataset; level of theory: wB97M-V/def2-TZVPD.

Summary:
Total charge: +1
HOMO energy: -11.266 eV
Largest force on an atom: 4.5 eV/A

Last column: Mulliken charge in e.
Cartesian coordinates (Å):
C1 6.620 1.510 2.527  -0.9663
C2 6.324 1.691 0.985  -0.4192
C3 5.470 0.555 0.288  -0.8951
I1 6.724 -0.531 -1.150  0.2009
N1 4.721 -0.339 1.191  0.4290
C4 5.227 -1.590 1.637  -0.4104
C5 4.189 -2.077 2.507  -0.5386
N2 3.112 -1.165 2.555  0.3110
C6 3.474 -0.127 1.726  0.2271
C7 2.597 1.114 1.426  0.2240
C8 3.098 2.487 1.539  -0.1190
C9 2.163 3.585 1.203  -0.7121
C10 0.776 3.292 0.811  -0.5294
C11 0.290 1.899 0.705  -0.7319
C12 1.198 0.795 1.010  -0.4322
H1 7.706 1.256 2.708  0.3307
H2 6.491 2.530 3.006  0.2999
H3 5.932 0.825 3.082  0.2435
H4 5.894 2.716 0.777  0.3802
H5 7.327 1.703 0.465  0.3672
H6 4.698 1.072 -0.357  0.5516
H7 6.185 -2.103 1.416  0.4194
H8 4.267 -3.063 3.033  0.3799
H9 2.238 -1.254 3.084  0.1053
H10 4.131 2.737 1.866  0.5335
H11 2.471 4.656 1.275  0.3718
H12 0.045 4.104 0.583  0.4022
H13 -0.755 1.638 0.398  0.4600
H14 0.864 -0.271 0.973  0.5018
C13 0.284 1.028 -6.013  -0.4171
C14 0.423 0.898 -4.634  -0.6031
C15 -0.493 1.500 -3.784  -0.5274
C16 -1.545 2.246 -4.308  0.1031
C17 -1.670 2.396 -5.690  0.3899
C18 -0.759 1.776 -6.541  -0.6832
C19 -2.757 3.229 -6.263  0.5456
O1 -2.868 3.356 -7.466  -0.6538
C20 -3.700 3.908 -5.341  0.1905
C21 -4.690 4.738 -5.859  -0.5580
C22 -5.585 5.367 -5.006  -0.4689
C23 -5.501 5.163 -3.631  -0.4913
C24 -4.512 4.342 -3.109  -0.5193
C25 -3.603 3.719 -3.961  0.1924
C26 -2.529 2.872 -3.390  0.5074
O2 -2.451 2.695 -2.187  -0.7069
H15 0.995 0.549 -6.677  0.3907
H16 1.245 0.323 -4.223  0.4112
H17 -0.384 1.392 -2.711  0.6794
H18 -0.860 1.878 -7.615  0.4807
H19 -4.763 4.898 -6.929  0.4698
H20 -6.352 6.017 -5.411  0.4040
H21 -6.205 5.650 -2.966  0.4046
H22 -4.448 4.190 -2.038  0.4661
C27 -0.158 -1.134 3.872  -0.4214
C28 0.599 -2.092 4.545  -0.8780
C29 0.233 -3.431 4.495  -0.5500
C30 -0.899 -3.815 3.782  0.2025
C31 -1.670 -2.853 3.128  0.1965
C32 -1.291 -1.514 3.165  -0.7654
C33 -2.908 -3.244 2.404  0.5180
O3 -3.576 -2.405 1.832  -0.6597
C34 -3.315 -4.669 2.400  0.2357
C35 -4.502 -5.042 1.775  -0.5521
C36 -4.885 -6.376 1.755  -0.4872
C37 -4.080 -7.344 2.350  -0.4803
C38 -2.899 -6.976 2.979  -0.5605
C39 -2.518 -5.637 3.014  0.1918
C40 -1.273 -5.252 3.719  0.5161
O4 -0.569 -6.092 4.244  -0.6530
H23 0.134 -0.089 3.904  0.5993
H24 1.478 -1.793 5.109  0.7333
H25 0.827 -4.173 5.016  0.5175
H26 -1.880 -0.766 2.648  0.5562
H27 -5.131 -4.295 1.307  0.4704
H28 -5.812 -6.664 1.272  0.4033
H29 -4.377 -8.386 2.327  0.4054
H30 -2.278 -7.732 3.445  0.4701

Force components x, y, z for each atom (eV/Å):
C 0.233 1.212 0.236
C 1.132 -0.132 0.093
C -0.691 1.676 -0.891
I -0.648 0.201 0.595
N -0.059 -1.535 0.770
C -3.707 -0.270 2.590
C 2.096 -0.224 -1.182
N 3.021 0.309 -1.974
C -0.413 1.460 -0.159
C -0.940 -0.112 -0.230
C -2.661 -0.049 -0.943
C -1.037 -2.097 0.000
C 1.144 -1.905 0.309
C 2.186 -0.038 0.689
C 1.027 2.592 0.436
H -1.364 -0.101 -0.191
H 0.127 -1.172 -0.425
H 0.687 0.413 -0.606
H 0.144 -1.345 0.174
H -1.191 0.061 0.554
H 0.831 -0.783 0.688
H -0.919 0.953 -0.060
H -0.602 1.356 -0.451
H 0.310 0.045 -0.327
H -1.048 -0.426 -0.236
H -0.158 -1.201 -0.034
H 0.922 -0.709 0.233
H 1.100 0.597 0.287
H 0.329 1.141 -0.081
C -0.068 0.057 0.038
C -0.118 0.075 0.004
C 0.200 -0.129 -0.042
C 0.131 -0.063 -0.136
C 0.186 -0.142 0.127
C 0.174 -0.109 -0.036
C -0.125 0.110 -0.704
O 0.046 -0.035 0.169
C -0.124 0.114 0.170
C -0.168 0.133 0.002
C 0.095 -0.087 0.022
C 0.084 -0.058 -0.042
C -0.152 0.135 0.036
C -0.123 0.090 -0.073
C -0.016 -0.054 0.614
O 0.080 0.009 -0.056
H -0.055 0.035 0.035
H -0.056 0.021 -0.031
H -0.155 0.085 -0.066
H -0.118 0.097 0.113
H 0.124 -0.130 0.069
H 0.053 -0.052 0.019
H 0.049 -0.037 -0.042
H 0.117 -0.076 -0.114
C 0.035 -0.044 -0.040
C -0.040 -0.041 -0.134
C 0.218 0.085 0.054
C 0.048 0.339 0.011
C 0.295 0.088 0.176
C 0.118 0.157 0.002
C -0.612 0.280 -0.424
O 0.210 -0.017 0.108
C -0.008 -0.197 0.058
C -0.160 -0.111 -0.082
C 0.113 0.054 0.045
C 0.047 0.114 0.009
C -0.109 -0.164 -0.030
C -0.151 0.026 -0.099
C 0.220 -0.737 0.254
O 0.000 0.231 -0.054
H -0.081 -0.021 0.038
H -0.096 -0.027 0.113
H -0.166 -0.070 -0.091
H -0.088 -0.174 0.021
H 0.164 0.043 0.070
H 0.066 0.030 0.030
H 0.027 0.072 0.008
H 0.038 0.177 0.016

---

C40H31FGeN3O3S3Sr as an isolated structure. Source: the Open Molecules 2025 dataset; level of theory: wB97M-V/def2-TZVPD.

Summary:
HOMO energy (alpha / beta): -6.938 / -7.599 eV
Energy relative to the best compared isomer or geometry (same formula, charge and spin): 3.7 kcal per mole
Largest force on an atom: 0.9 eV/A
Spin multiplicity: 2

Last column: Mulliken charge in e.
Cartesian coordinates (Å):
Sr1 -0.309 -0.884 2.393  1.3538
C1 -6.736 -5.055 2.064  -1.4005
C2 -6.272 -4.699 0.655  -0.2307
C3 -6.471 -5.823 -0.351  -1.0517
C4 -5.603 -7.021 0.004  -1.2027
C5 -4.169 -6.604 0.221  1.1271
C6 -3.149 -7.515 0.085  -0.6976
C7 -1.824 -7.127 0.280  0.1114
F1 -0.861 -8.052 0.122  -0.3545
C8 -1.493 -5.849 0.612  -1.1536
C9 -2.515 -4.898 0.756  0.3467
C10 -2.155 -3.526 1.111  1.3880
O1 -0.989 -3.216 1.443  -0.7635
C11 -3.245 -2.595 1.071  0.7594
C12 -4.517 -3.025 0.911  -0.1408
N1 -4.851 -4.310 0.669  0.0797
C13 -3.852 -5.268 0.553  -0.4322
C14 -2.807 -1.186 1.394  -0.8191
O2 -2.915 -0.822 2.595  -0.6196
O3 -2.118 -0.607 0.518  -0.5944
H1 -7.781 -5.368 2.052  0.3853
H2 -6.641 -4.192 2.724  0.3881
H3 -6.135 -5.864 2.482  0.3690
H4 -6.821 -3.821 0.312  0.5128
H5 -6.207 -5.457 -1.346  0.3599
H6 -7.525 -6.103 -0.371  0.4284
H7 -5.649 -7.769 -0.787  0.4677
H8 -5.984 -7.502 0.909  0.3635
H9 -3.364 -8.541 -0.185  0.5237
H10 -0.471 -5.531 0.760  0.6167
H11 -5.350 -2.335 0.975  0.4775
C15 4.419 2.887 5.332  -0.5018
C16 3.137 3.417 5.271  -0.6772
C17 2.321 3.149 4.182  -0.2321
C18 2.786 2.338 3.145  0.7495
C19 4.076 1.801 3.219  -0.3305
C20 4.892 2.081 4.305  -0.6196
Ge1 1.718 1.896 1.605  -0.5772
C21 2.682 2.088 -0.059  0.0802
C22 2.382 1.253 -1.138  -0.1814
C23 3.075 1.375 -2.334  -0.7159
C24 4.075 2.329 -2.460  -0.4216
C25 4.383 3.161 -1.393  -0.6156
C26 3.691 3.042 -0.195  -0.1241
C27 -0.125 2.461 1.546  0.3808
C28 -0.908 2.394 2.707  0.1516
C29 -2.271 2.648 2.648  -0.7703
C30 -2.861 2.980 1.439  -0.4495
C31 -2.091 3.056 0.284  -0.6575
C32 -0.733 2.791 0.331  -0.3995
H12 5.049 3.093 6.188  0.3887
H13 2.773 4.043 6.076  0.4090
H14 1.324 3.571 4.137  0.4056
H15 4.444 1.165 2.421  0.4281
H16 5.882 1.648 4.362  0.4196
H17 1.602 0.506 -1.043  0.5089
H18 2.839 0.724 -3.166  0.4061
H19 4.618 2.421 -3.392  0.3806
H20 5.165 3.903 -1.494  0.4094
H21 3.941 3.687 0.639  0.4061
H22 -0.446 2.135 3.653  0.2028
H23 -2.872 2.567 3.545  0.4029
H24 -3.925 3.170 1.391  0.3904
H25 -2.557 3.311 -0.659  0.3952
H26 -0.141 2.829 -0.576  0.4094
S1 5.684 -1.629 4.718  -0.2807
C33 4.059 -1.430 4.461  0.1484
S2 3.058 -0.736 5.696  -0.1409
C34 1.640 -0.836 4.676  0.3538
N2 1.920 -1.355 3.514  -0.2449
N3 3.268 -1.663 3.379  0.0792
C35 3.636 -2.269 2.138  0.1930
C36 2.684 -3.023 1.450  -0.0788
C37 3.017 -3.612 0.242  -0.5374
C38 4.284 -3.456 -0.301  -0.6502
C39 5.216 -2.687 0.379  -0.8420
C40 4.901 -2.092 1.592  -0.3654
S3 0.157 -0.175 5.188  -0.4013
H27 1.697 -3.171 1.862  0.6242
H28 2.286 -4.216 -0.282  0.4389
H29 4.533 -3.925 -1.244  0.4202
H30 6.206 -2.536 -0.032  0.3824
H31 5.634 -1.487 2.098  0.2528

Force components x, y, z for each atom (eV/Å):
Sr -0.786 0.168 -0.490
C 0.042 0.016 -0.023
C -0.016 -0.007 0.018
C 0.031 -0.001 -0.013
C 0.012 0.009 0.000
C -0.107 -0.037 -0.026
C 0.008 -0.020 0.006
C -0.034 0.045 0.006
F 0.009 -0.048 -0.007
C 0.016 0.151 0.061
C 0.191 -0.007 -0.035
C -0.306 -0.284 -0.061
O -0.048 0.209 0.057
C 0.252 0.158 0.151
C -0.009 0.070 -0.044
N 0.111 -0.178 -0.041
C -0.109 0.105 0.016
C 0.123 0.086 0.167
O 0.142 -0.120 -0.277
O 0.031 -0.003 0.204
H 0.009 0.007 -0.001
H 0.000 -0.017 0.012
H -0.016 0.008 0.013
H 0.018 0.021 -0.014
H -0.008 0.003 0.004
H -0.002 0.006 -0.002
H 0.012 -0.011 0.004
H 0.006 -0.011 -0.001
H 0.014 0.009 0.000
H 0.029 -0.091 0.019
H -0.002 -0.014 0.007
C 0.009 -0.011 0.013
C -0.037 0.022 0.003
C 0.098 -0.090 0.029
C 0.029 0.107 -0.017
C -0.070 0.114 0.037
C -0.005 -0.042 -0.011
Ge 0.070 -0.366 0.005
C -0.058 -0.013 -0.105
C 0.083 0.149 -0.005
C -0.025 -0.017 0.009
C 0.004 -0.004 -0.013
C 0.017 0.028 0.033
C 0.016 -0.105 -0.047
C -0.036 0.026 0.138
C -0.017 0.062 -0.148
C 0.060 -0.029 0.052
C -0.011 0.013 -0.050
C -0.016 0.013 -0.014
C -0.014 -0.067 0.058
H -0.002 0.008 -0.002
H -0.004 -0.006 -0.008
H 0.016 0.016 0.024
H 0.020 -0.019 0.003
H -0.007 0.002 0.000
H 0.001 -0.027 -0.015
H -0.007 -0.002 0.009
H 0.005 0.007 0.003
H -0.006 -0.004 0.001
H 0.018 0.016 -0.014
H -0.059 -0.034 0.032
H 0.002 0.011 -0.001
H 0.002 -0.007 -0.001
H 0.005 -0.006 0.003
H -0.012 0.021 -0.013
S -0.097 -0.184 -0.186
C 0.022 0.267 -0.065
S -0.210 -0.050 0.010
C 0.711 0.348 0.504
N 0.183 -0.070 -0.084
N 0.035 -0.180 0.016
C -0.053 0.026 -0.002
C 0.076 0.020 0.062
C -0.012 -0.107 -0.158
C -0.016 0.066 0.111
C -0.016 0.008 -0.011
C 0.013 0.097 -0.058
S -0.258 -0.205 -0.045
H -0.029 -0.085 0.055
H -0.047 0.071 0.071
H 0.022 0.016 0.009
H -0.008 -0.014 -0.012
H 0.002 -0.011 0.086

---

C40H32AsF4N5O2SSc as an isolated structure. Source: the Open Molecules 2025 dataset; level of theory: wB97M-V/def2-TZVPD.

Summary:
Total charge: +1
HOMO energy: -10.272 eV
Energy relative to the best compared isomer or geometry (same formula, charge and spin): 26.7 kcal per mole
Largest force on an atom: 4.1 eV/A

Last column: Mulliken charge in e.
Cartesian coordinates (Å):
Sc1 -0.830 0.571 0.450  -0.6888
C1 0.262 3.663 0.197  -0.3809
N1 -0.175 2.813 1.277  0.9791
C2 0.687 2.883 2.450  -1.3881
C3 -1.546 3.046 1.746  -0.8942
C4 -2.580 3.038 0.618  -1.0702
N2 -2.315 1.897 -0.176  1.3461
C5 -2.698 1.908 -1.457  0.3649
C6 -1.814 1.634 -2.493  -0.1751
F1 -0.582 1.185 -2.121  0.6773
C7 -2.107 1.688 -3.830  -0.3310
F2 -1.211 1.339 -4.736  -0.2934
C8 -3.311 2.269 -4.242  -0.6654
C9 -4.263 2.525 -3.259  0.2433
F3 -5.431 3.057 -3.560  -0.2863
C10 -3.977 2.315 -1.928  0.0014
F4 -4.920 2.713 -1.006  -0.3467
H1 0.388 4.697 0.504  0.3618
H2 1.246 3.286 -0.183  -0.2656
H3 -0.429 3.658 -0.649  0.1061
H4 0.666 3.867 2.867  0.4366
H5 0.339 2.136 3.072  0.4968
H6 1.695 2.623 2.036  0.1679
H7 -1.691 2.290 2.536  0.3877
H8 -1.605 4.031 2.299  0.4333
H9 -3.548 3.044 1.175  0.3471
H10 -2.596 3.960 0.108  0.4953
H11 -3.545 2.388 -5.282  0.5202
O1 -4.620 -6.190 0.036  -0.5552
N3 -4.876 -4.995 0.005  0.9233
O2 -5.982 -4.522 0.021  -0.5408
C11 -3.742 -4.063 -0.115  0.5804
C12 -2.772 -4.411 -0.971  -1.0973
C13 -1.735 -3.448 -1.299  0.8898
C14 -0.733 -3.684 -2.270  -1.3514
C15 0.242 -2.722 -2.437  -0.9535
C16 0.113 -1.517 -1.845  -0.9047
N4 -0.764 -1.233 -0.831  1.3940
C17 -1.668 -2.280 -0.582  -0.0724
C18 -2.655 -1.982 0.429  -0.3012
N5 -2.535 -0.843 1.062  0.4865
C19 -3.552 -0.468 1.889  -0.2902
C20 -4.549 -1.346 2.284  -1.0369
C21 -4.677 -2.543 1.666  -0.8379
C22 -3.706 -2.891 0.687  0.5070
H12 -2.989 -5.377 -1.426  0.5215
H13 -0.691 -4.581 -2.818  0.5912
H14 0.954 -3.001 -3.123  0.8077
H15 0.689 -0.626 -2.099  0.8715
H16 -3.542 0.533 2.257  0.3843
H17 -5.291 -0.999 3.033  0.3991
H18 -5.539 -3.176 1.866  0.5147
S1 -0.095 -0.472 2.656  -0.4891
C23 1.545 -0.271 3.192  1.2330
C24 1.816 -0.462 4.567  -0.6587
C25 3.131 -0.338 4.990  -0.6911
C26 4.195 -0.126 4.088  -0.8277
C27 3.921 0.121 2.755  -0.6162
C28 2.592 0.001 2.308  -0.4581
As1 2.157 0.128 0.387  1.2686
C29 2.717 -1.615 -0.276  0.6859
C30 2.693 -2.661 0.638  -0.6596
C31 2.943 -3.939 0.160  -0.7311
C32 3.404 -4.165 -1.122  -0.6042
C33 3.531 -3.092 -2.036  -0.9475
C34 3.160 -1.783 -1.564  0.1328
C35 3.242 1.455 -0.520  0.6324
C36 2.926 1.495 -1.906  -0.1561
C37 3.470 2.444 -2.723  -1.3804
C38 4.317 3.425 -2.140  -0.7341
C39 4.581 3.397 -0.770  -0.7480
C40 4.029 2.419 0.047  -0.0316
H19 0.994 -0.835 5.240  0.3919
H20 3.376 -0.576 6.031  0.3361
H21 5.226 -0.179 4.420  0.4208
H22 4.730 0.440 2.076  0.3641
H23 2.454 -2.481 1.696  0.3138
H24 2.710 -4.764 0.791  0.4430
H25 3.444 -5.183 -1.474  0.4007
H26 3.913 -3.258 -3.017  0.5281
H27 3.166 -0.980 -2.307  0.2823
H28 2.368 0.700 -2.400  0.2707
H29 3.352 2.523 -3.776  0.5091
H30 4.931 4.058 -2.709  0.4285
H31 5.283 4.083 -0.324  0.4504
H32 4.289 2.329 1.195  0.1326

Force components x, y, z for each atom (eV/Å):
Sc 0.881 0.484 0.598
C 0.919 -0.020 -0.900
N -1.091 -1.083 -0.195
C 1.796 0.218 -2.951
C 0.119 1.570 0.477
C -0.809 -0.632 2.883
N 0.963 -1.062 0.638
C -1.963 0.857 -2.026
C 0.181 -0.922 0.156
F 0.606 0.097 0.325
C -1.369 1.350 -0.236
F 0.627 -0.266 -0.307
C -0.052 -0.935 0.579
C 1.004 0.027 -0.039
F -0.494 0.103 -0.343
C -0.065 0.634 1.381
F 0.828 -0.566 -0.703
H 0.062 0.337 0.201
H -0.699 0.371 0.324
H -0.031 -0.152 0.169
H 0.130 0.713 0.512
H -0.299 -1.306 1.816
H -0.494 0.354 0.982
H -0.436 -0.028 -0.354
H 0.016 -0.697 -0.491
H 0.177 -0.261 -0.518
H 0.304 1.151 -1.003
H -0.020 0.064 -0.285
O -0.005 0.656 -0.038
N 0.461 -1.125 0.020
O -0.487 0.416 0.096
C 0.237 -0.336 0.356
C -0.671 0.289 -0.423
C 0.214 -1.698 -0.482
C -0.112 1.350 1.616
C -2.146 -1.989 -0.338
C -0.681 3.098 2.571
N -0.304 -3.278 -2.177
C 0.605 2.433 0.589
C -0.256 -2.027 -0.165
N -1.856 2.459 1.299
C 1.658 -1.042 -0.627
C -0.901 1.414 0.858
C 0.377 -1.053 -0.895
C -0.728 0.816 0.252
H 0.909 0.242 -0.413
H -0.049 -1.011 -0.528
H 1.868 0.244 -1.456
H 0.216 -0.712 -0.140
H 0.269 0.524 0.278
H 0.599 -0.329 -0.678
H 0.386 0.006 -0.014
S -1.127 -0.255 -0.323
C 0.430 -0.039 0.277
C -0.202 -0.278 -0.203
C 0.541 -0.961 0.226
C -0.474 0.275 0.345
C -0.233 0.038 -0.182
C 0.663 0.555 -0.677
As -0.856 0.283 0.782
C 0.641 0.906 0.994
C -0.209 -0.197 -0.076
C -0.115 0.444 0.288
C -0.782 0.856 -1.304
C -0.496 0.826 2.554
C 0.643 -1.938 -1.987
C -1.100 -0.856 -0.924
C 0.305 -0.396 0.208
C 1.417 1.833 1.039
C -0.364 -1.652 1.405
C 0.029 -0.006 -0.376
C 0.652 -0.353 2.513
H 1.009 0.788 -0.714
H -0.116 0.247 -0.358
H -0.134 0.256 0.152
H -0.467 -0.609 0.283
H -0.081 -0.177 -0.604
H 0.217 -0.603 0.476
H 0.526 -0.160 -0.059
H 0.066 0.040 -0.596
H 0.212 -0.285 0.511
H -0.286 0.310 0.406
H -0.411 -0.424 -0.711
H 0.207 1.005 -0.988
H 0.070 0.271 -0.097
H -0.567 0.509 -2.535